A single C11H16BNO6 molecule in a non-equilibrium geometry. Source: OMol25; level of theory: wB97M-V/def2-TZVPD.

Summary:
orbital gap = 7.8 eV
energy = -959.57144 Eh
largest force on an atom = 9.66 eV/A
SMILES string = CC(=O)N(C)CCCCC1=C(B(O)O)C(=O)OC1=O

Geometry (Å):
C: -3.91 -0.79 -2.59
C: -3.07 0.60 -2.37
O: -3.81 1.74 -2.32
N: -1.54 0.67 -2.17
C: -0.99 1.94 -2.86
C: -1.38 0.91 -0.69
C: 0.17 0.95 -0.15
C: 1.22 0.02 -1.00
C: 2.47 -0.56 -0.05
C: 1.91 -1.45 1.25
C: 1.74 -0.96 2.68
B: 2.09 0.54 3.29
O: 3.51 0.91 3.45
O: 1.02 1.51 3.63
C: 1.09 -2.28 3.47
O: 0.74 -2.39 4.77
O: 0.93 -3.31 2.40
C: 1.44 -3.04 1.05
O: 1.51 -3.80 -0.05
H: -5.00 -0.59 -2.14
H: -4.04 -1.01 -3.73
H: -3.48 -1.69 -1.97
H: 0.18 2.06 -2.71
H: -1.49 2.92 -2.46
H: -1.17 1.81 -4.01
H: -1.93 0.05 -0.09
H: -1.91 1.94 -0.42
H: 0.12 0.68 1.01
H: 0.55 2.07 -0.20
H: 1.74 0.73 -1.80
H: 0.71 -0.89 -1.53
H: 3.22 0.29 0.28
H: 3.08 -1.29 -0.73
H: 3.82 0.50 4.33
H: 0.48 1.20 4.42

Atomic partial charges in e from the natural (NBO) method, atoms 1 to 4: number 1, C, carries -0.72; number 2, C, carries 0.70; number 3, O, carries -0.58; number 4, N, carries -0.52